ORCA calculation (ωB97M-V with the def2-TZVPD basis set) on a cluster of 12 separate species, C57H89F3N12O4 in total at a distorted geometry.

Each line ends with the Löwdin charge.
Element x y z (Å)
F 4.23 -0.24 -5.42  0.03
F 4.24 -1.00 -3.28  0.04
F 5.77 -1.82 -4.89  0.08
O 5.50 -4.54 -1.97  0.07
O 5.75 -3.41 1.62  0.06
O 1.35 -7.07 -1.38  0.04
O 2.47 -1.58 -0.78  0.04
N 4.22 -5.19 5.17  0.15
N -2.27 -1.08 -6.64  0.16
N -0.51 -1.19 1.37  0.14
N 3.72 -3.17 0.49  0.04
N 3.41 0.86 5.06  0.14
N -3.37 2.89 1.32  0.16
N -8.58 0.46 -6.10  0.13
N 7.86 5.33 6.42  0.13
N -12.59 -1.88 -2.34  0.15
N 5.95 -10.12 3.45  0.12
N -4.56 1.64 -2.80  0.14
N 3.84 8.81 6.69  0.17
C -13.35 -4.59 -4.45  -0.27
C -4.34 3.57 1.40  -0.16
C -9.39 0.75 -5.30  -0.20
C -1.13 -0.40 0.76  -0.17
C 4.45 -7.90 3.48  -0.21
C -12.23 -3.54 -4.43  -0.18
C 2.91 -1.95 0.33  -0.35
C 6.13 8.04 5.03  -0.29
C 6.04 -1.96 -0.31  0.00
C -4.38 0.91 -3.73  -0.18
C -12.42 -2.61 -3.27  -0.21
C 2.21 -4.91 -0.42  0.11
C 7.43 8.39 4.31  -0.11
C 4.23 -7.40 2.05  -0.26
C 2.55 -1.08 1.62  -0.01
C 1.84 -5.94 -1.60  -0.28
C -2.03 -0.21 -7.39  -0.18
C 3.42 -4.15 -0.57  -0.11
C -9.62 -0.73 -2.71  -0.11
C -5.24 -1.07 -4.94  -0.26
C -6.80 3.66 1.06  -0.27
C -10.43 1.11 -4.27  -0.18
C 5.53 -7.05 1.33  -0.10
C 4.26 -4.42 -1.89  -0.20
C -0.24 0.92 -8.69  -0.27
C 6.30 3.10 4.22  -0.12
C -6.72 3.20 -0.39  -0.12
C 6.38 -5.91 7.85  -0.27
C 2.21 -5.40 -3.08  0.07
C 3.35 -2.54 -4.94  -0.06
C 5.41 2.88 3.00  -0.27
C 3.40 -4.62 -3.24  -0.09
C 3.40 11.88 4.58  -0.11
C -1.92 0.61 -0.03  -0.20
C -4.15 0.00 -4.90  -0.22
C 2.11 11.53 5.31  -0.27
C 7.20 6.30 6.44  -0.20
C -13.36 -5.45 -3.19  -0.11
C -0.01 0.89 -1.70  -0.10
C 4.45 -1.42 -4.63  -0.40
C 3.64 1.74 4.31  -0.22
C 5.83 -7.33 7.79  -0.11
C 3.92 2.86 3.34  -0.19
C -5.27 -1.94 -3.69  -0.11
C 6.36 7.55 6.46  -0.21
C 5.29 -9.14 3.46  -0.22
C 2.34 11.03 6.74  -0.17
C 5.30 -4.85 7.60  -0.18
C -1.73 0.91 -8.35  -0.17
C 3.18 9.79 6.71  -0.14
C -9.92 0.76 -2.87  -0.26
C -1.49 0.56 -1.50  -0.27
C -5.56 4.44 1.51  -0.18
C 0.65 1.13 -7.46  -0.11
C 5.17 -2.89 0.63  -0.34
C 3.82 -4.04 -4.66  -0.13
C 4.70 -5.04 6.24  -0.18
H 1.57 10.77 4.74  0.11
H -13.21 -5.23 -5.32  0.11
H -10.64 2.18 -4.34  0.11
H 2.85 11.80 7.33  0.12
H -10.67 1.05 -2.14  0.11
H -6.22 -0.59 -5.07  0.08
H 6.08 -6.28 1.88  0.07
H -4.31 -2.45 -3.55  0.08
H 2.34 -2.27 -4.45  0.15
H 6.06 4.05 4.71  0.05
H -5.49 -1.36 -2.80  0.07
H 5.70 1.94 2.52  0.10
H -2.98 0.39 0.06  0.10
H 5.04 -7.48 8.54  0.08
H 6.18 -7.93 1.22  0.07
H 3.59 -6.51 2.08  0.10
H 2.28 -1.78 2.48  0.10
H -1.69 -0.43 -1.92  0.11
H 3.96 12.65 5.12  0.08
H -14.15 -6.20 -3.26  0.07
H -11.35 0.56 -4.49  0.11
H 4.51 -4.92 8.36  0.12
H 7.35 3.14 3.92  0.07
H -6.59 4.05 -1.06  0.08
H -3.17 -0.46 -4.81  0.07
H 7.22 8.76 3.30  0.07
H 5.32 -6.67 0.33  0.06
H 6.39 -0.98 0.16  0.09
H -2.09 1.28 -2.07  0.07
H 6.83 -5.74 8.83  0.11
H 5.60 7.28 4.46  0.11
H 4.05 11.01 4.47  0.06
H -6.04 -2.71 -3.78  0.07
H 3.70 -8.16 1.47  0.11
H 5.73 -3.85 7.66  0.12
H -10.51 -1.33 -2.90  0.01
H -11.25 -4.01 -4.36  0.12
H -1.74 1.60 0.39  0.07
H -12.25 -2.95 -5.36  0.12
H 0.24 0.87 -2.76  0.07
H -8.82 -1.06 -3.38  0.06
H 3.16 -2.47 -6.08  0.13
H -7.68 4.29 1.19  0.11
H -9.01 1.33 -2.66  0.10
H 7.17 -5.81 7.10  0.11
H 6.63 -8.05 8.00  0.08
H -12.41 -5.97 -3.06  0.08
H -5.08 -1.70 -5.82  0.11
H 5.49 8.93 5.06  0.06
H 3.18 12.26 3.58  0.08
H -5.88 2.51 -0.55  0.04
H 6.20 2.30 4.95  0.07
H -2.32 0.77 -9.25  0.12
H 1.55 -4.76 0.50  0.15
H 1.62 -0.44 1.42  0.05
H 3.33 -4.70 -5.46  0.12
H 0.04 -0.03 -9.16  0.11
H 4.96 -7.13 4.08  0.06
H 5.52 -1.82 -1.33  0.07
H -6.94 2.78 1.70  0.11
H 5.41 7.33 6.94  0.07
H 5.43 -7.57 6.81  0.06
H 5.60 3.68 2.27  0.11
H 0.53 0.32 -6.74  0.07
H -9.29 -0.94 -1.69  0.08
H -5.42 5.33 0.90  0.12
H 0.63 0.16 -1.20  0.05
H 3.40 -0.39 1.92  0.08
H 3.62 3.81 3.80  0.11
H -7.63 2.67 -0.67  0.06
H -4.16 0.59 -5.82  0.10
H 1.70 1.15 -7.75  0.07
H 1.39 10.81 7.22  0.12
H 0.41 2.07 -6.96  0.08
H 1.47 12.42 5.35  0.11
H -5.67 4.76 2.55  0.11
H 8.08 7.52 4.20  0.07
H -0.04 1.71 -9.41  0.11
H -13.56 -4.85 -2.29  0.07
H -2.02 1.86 -7.89  0.12
H -14.32 -4.10 -4.55  0.11
H 7.00 -2.56 -0.56  0.10
H 3.49 -8.12 3.95  0.11
H 7.99 9.16 4.85  0.08
H 1.52 -5.62 -3.95  0.13
H 4.96 -4.17 -4.82  0.13
H 0.23 1.88 -1.30  0.08
H 3.33 2.71 2.44  0.11
H 6.87 8.31 7.06  0.12

Its SMILES is CC(=O)N(C(C)=O)C1=CC(=O)C=C(CCC(F)(F)F)C1=O.CCCC#N.CCCC#N.CCCC#N.CCCC#N.CCCC#N.CCCC#N.CCCC#N.CCCC#N.CCCC#N.CCCC#N.CCCC#N. As for the strongest force on any atom: 0.1001 hartree/bohr. The LUMO energy comes out at -0.0324 hartree. The value obtained for the HOMO energy is -9.25 eV.